Entry 1:
Computed, not measured: a cluster of 2 separate species, C4H8O2 in total in a non-equilibrium geometry, with ωB97M-V with the def2-TZVPD basis set.

XYZ file:
```
14
Properties=species:S:1:pos:R:3:nbo_charge:R:1
C -0.883 0.824 -2.244 -0.502
C -0.971 -0.398 -1.737 0.152
O 0.152 -1.178 -1.555 -0.716
H -1.782 1.286 -2.614 0.205
H 0.083 1.194 -2.554 0.203
H -1.904 -0.895 -1.496 0.168
H 0.122 -1.469 -0.633 0.486
C 1.098 0.618 1.737 -0.735
C 0.346 -0.660 1.941 0.448
O -0.638 -0.923 1.289 -0.549
H 1.266 0.783 0.675 0.250
H 2.060 0.699 2.245 0.223
H 0.470 1.415 2.132 0.251
H 0.582 -1.295 2.815 0.116
```

Results
Calculated total energy   -307.63487 Ha
Total charge   0
Gap between HOMO and LUMO   0.363 hartree
Structure (SMILES)   C=CO.CC=O
Relative energy (zero: lowest compared OMol25 entry of this formula, charge and spin)   48.7 kcal/mol
Spin multiplicity   1

---

Entry 2:
Computed, not measured: a cluster of 2 separate species, C12H18OSi in total in a non-equilibrium geometry, with ωB97M-V with the def2-TZVPD basis set.

XYZ file:
```
32
Properties=species:S:1:pos:R:3:nbo_charge:R:1
C -1.191 2.080 -1.000 -0.011
C 1.834 -0.448 -1.014 -0.443
C 1.424 0.584 -0.300 0.254
C 3.246 -1.006 -0.663 0.566
C -1.388 3.353 -1.351 -0.492
C -0.980 0.895 -0.567 -0.465
C 2.130 1.530 0.517 -0.551
C 4.071 -0.069 0.075 -0.516
C 3.353 0.846 1.105 -0.369
C -0.638 -2.027 0.905 -1.049
C -1.811 -1.407 -1.932 -1.136
C -3.288 -0.302 0.585 -1.130
O 3.640 -2.059 -1.122 -0.535
Si -1.691 -0.753 -0.221 1.635
H 1.219 -1.154 -1.737 0.246
H -1.564 4.215 -0.723 0.233
H -1.436 3.337 -2.481 0.226
H 2.564 2.317 -0.127 0.233
H 1.411 1.964 1.211 0.245
H 4.816 -0.695 0.473 0.243
H 4.518 0.745 -0.644 0.234
H 4.068 1.628 1.468 0.216
H 3.101 0.279 1.999 0.207
H -1.378 -2.735 1.349 0.229
H 0.157 -2.649 0.403 0.246
H -0.253 -1.590 1.739 0.222
H -2.191 -2.501 -1.802 0.238
H -2.569 -0.679 -2.510 0.247
H -0.876 -1.353 -2.486 0.245
H -3.991 -1.258 0.751 0.240
H -3.040 0.050 1.537 0.235
H -3.870 0.576 0.035 0.257
```

Results
Calculated total energy   -832.56513 Ha
Total charge   0
Gap between HOMO and LUMO (spin up / spin down)   0.271 / 0.286 hartree
Relative energy (zero: lowest compared OMol25 entry of this formula, charge and spin)   164.5 kcal/mol
Spin multiplicity   1

---

Entry 3:
Computed, not measured: a cluster of 9 separate species, C72H75N5O18S in total in a non-equilibrium geometry, with ωB97M-V with the def2-TZVPD basis set.

XYZ file:
```
171
Properties=species:S:1:pos:R:3:mulliken_charge:R:1
C -2.552 -1.446 -4.016 -1.606
C -1.578 -2.025 -3.005 -0.377
C -1.367 -1.119 -1.778 -0.096
C -0.553 -1.864 -0.722 -1.139
C 0.616 -1.117 -0.031 0.174
C 1.492 -2.278 0.552 -1.265
C 0.753 -3.315 1.421 -1.155
C 0.519 -4.660 0.706 -0.565
S -1.079 -5.435 1.108 -0.495
O 1.424 -0.764 -1.195 0.108
C 1.504 0.576 -1.400 -1.530
O 1.827 0.993 -2.487 -0.528
C 1.108 1.379 -0.115 1.867
C 0.281 2.553 -0.693 -1.867
C -1.122 2.503 -1.373 -0.670
N -0.988 2.245 -2.810 -0.211
N -1.605 3.940 -1.317 -0.753
N -2.169 1.718 -0.794 -0.109
C 2.540 1.871 0.353 -0.258
C 3.685 0.886 0.076 -1.605
C 2.979 3.269 -0.147 -0.892
C 3.491 3.430 -1.578 -1.366
C 0.480 0.224 0.762 3.903
C 1.315 0.071 2.103 -3.704
N 0.705 -0.839 3.089 0.090
C 0.579 -0.212 4.423 -1.069
C -0.858 0.579 1.429 1.568
C -1.895 -0.298 1.593 -0.363
C -3.045 0.166 2.200 -1.048
C -3.068 1.468 2.601 -0.715
N -2.071 2.340 2.502 -0.840
C -0.980 1.852 1.910 -0.192
H -2.617 -2.143 -4.853 0.485
H -3.564 -1.353 -3.625 0.367
H -2.187 -0.520 -4.451 0.310
H -0.601 -2.066 -3.498 -0.002
H -1.800 -3.054 -2.720 0.554
H -0.882 -0.224 -2.159 -0.512
H -2.366 -0.862 -1.432 0.715
H -0.068 -2.658 -1.285 0.551
H -1.243 -2.401 -0.076 0.196
H 2.429 -1.937 0.981 0.621
H 1.814 -2.819 -0.331 0.515
H 1.297 -3.483 2.348 0.559
H -0.212 -2.932 1.734 0.035
H 1.257 -5.363 1.081 0.758
H 0.616 -4.574 -0.369 0.111
H -1.871 -4.488 1.640 0.091
H 0.887 3.005 -1.471 0.393
H 0.223 3.333 0.062 0.789
H -1.708 1.619 -3.138 0.234
H -1.015 3.116 -3.315 0.269
H -1.835 4.169 -0.355 0.557
H -0.872 4.558 -1.654 0.250
H -2.707 2.206 -0.092 0.248
H -2.829 1.358 -1.466 0.372
H 2.551 2.023 1.429 0.262
H 4.096 0.940 -0.927 0.547
H 3.438 -0.153 0.266 0.233
H 4.497 1.131 0.762 0.333
H 2.219 4.031 0.012 0.334
H 3.800 3.570 0.505 0.647
H 4.348 2.811 -1.829 0.313
H 2.745 3.291 -2.355 0.194
H 3.839 4.461 -1.680 0.475
H 2.354 -0.191 1.926 0.836
H 1.387 1.037 2.593 0.696
H 1.396 -1.563 3.236 0.405
H 0.202 0.805 4.371 0.344
H -0.169 -0.788 4.970 0.370
H 1.510 -0.303 4.985 0.316
H -1.817 -1.325 1.285 0.627
H -3.902 -0.464 2.357 0.473
H -3.986 1.837 3.052 0.362
H -0.137 2.523 1.829 0.462
O -1.018 7.295 1.338 -0.559
C -1.720 7.948 0.595 0.546
C -2.424 7.320 -0.547 -0.193
C -3.190 8.035 -1.367 -0.304
C -3.373 9.494 -1.170 0.286
O -4.069 10.148 -1.915 -0.562
C -2.668 10.125 -0.024 -0.426
C -1.903 9.408 0.794 -0.478
H -2.279 6.256 -0.676 0.382
H -3.707 7.592 -2.207 0.385
H -2.814 11.191 0.102 0.432
H -1.381 9.848 1.635 0.446
O 1.987 10.459 -5.201 -0.547
C 1.078 9.696 -4.962 0.196
C 0.120 9.278 -6.017 -0.318
C -0.878 8.440 -5.747 -0.527
C -1.077 7.886 -4.387 0.456
O -1.987 7.120 -4.145 -0.538
C -0.119 8.303 -3.332 -0.079
C 0.880 9.141 -3.598 -0.505
H 0.278 9.691 -7.005 0.580
H -1.588 8.124 -6.501 0.451
H -0.279 7.888 -2.345 0.404
H 1.590 9.456 -2.843 0.445
O 2.876 -3.059 -7.043 -0.559
C 2.988 -3.300 -5.861 0.018
C 3.824 -4.433 -5.385 -0.482
C 3.946 -4.702 -4.088 -0.496
C 3.254 -3.881 -3.064 0.362
O 3.367 -4.131 -1.880 -0.586
C 2.420 -2.749 -3.537 0.006
C 2.298 -2.482 -4.835 -0.228
H 4.320 -5.018 -6.148 0.411
H 4.549 -5.523 -3.720 0.441
H 1.923 -2.160 -2.774 0.499
H 1.695 -1.660 -5.200 0.574
O 0.425 9.865 -9.350 -0.579
C 0.508 8.879 -10.052 0.427
C 1.826 8.295 -10.404 -0.306
C 1.917 7.215 -11.175 -0.370
C 0.705 6.548 -11.715 0.351
O 0.788 5.564 -12.416 -0.534
C -0.613 7.133 -11.361 -0.336
C -0.703 8.213 -10.590 -0.347
H 2.696 8.796 -10.000 0.434
H 2.868 6.773 -11.445 0.402
H -1.484 6.633 -11.764 0.407
H -1.654 8.655 -10.320 0.443
O -3.260 -6.024 -2.521 -0.505
C -3.202 -7.235 -2.510 0.290
C -4.096 -8.055 -3.365 -0.412
C -4.034 -9.384 -3.354 -0.378
C -3.067 -10.103 -2.488 0.345
O -3.010 -11.314 -2.481 -0.553
C -2.173 -9.283 -1.633 -0.400
C -2.236 -7.955 -1.643 0.020
H -4.794 -7.512 -3.991 0.428
H -4.677 -10.000 -3.970 0.400
H -1.476 -9.826 -1.007 0.430
H -1.593 -7.339 -1.027 0.316
O 3.858 1.972 4.572 -0.530
C 4.018 1.800 5.761 0.362
C 4.912 0.730 6.272 -0.284
C 5.085 0.541 7.577 -0.377
C 4.393 1.392 8.579 0.349
O 4.553 1.220 9.767 -0.544
C 3.499 2.461 8.067 -0.384
C 3.327 2.650 6.761 -0.300
H 5.408 0.122 5.526 0.442
H 5.731 -0.233 7.971 0.399
H 3.003 3.070 8.812 0.416
H 2.680 3.424 6.368 0.445
O -2.762 -6.993 7.616 -0.604
C -3.068 -7.246 6.468 0.441
C -2.401 -6.574 5.329 -0.409
C -2.737 -6.850 4.072 0.191
C -3.793 -7.845 3.759 0.324
O -4.099 -8.098 2.614 -0.544
C -4.461 -8.519 4.902 -0.498
C -4.123 -8.241 6.158 -0.341
H -1.633 -5.853 5.579 0.451
H -2.261 -6.370 3.225 0.196
H -5.228 -9.241 4.654 0.417
H -4.595 -8.720 7.006 0.429
O -0.342 -9.682 8.414 -0.558
C 0.013 -8.950 9.313 0.445
C 1.256 -9.223 10.079 -0.360
C 1.646 -8.422 11.066 -0.364
C 0.858 -7.220 11.441 0.366
O 1.219 -6.490 12.340 -0.547
C -0.382 -6.949 10.675 -0.423
C -0.776 -7.750 9.686 -0.263
H 1.816 -10.103 9.790 0.409
H 2.547 -8.602 11.638 0.406
H -0.943 -6.069 10.964 0.437
H -1.681 -7.570 9.109 0.511
```

Results
Calculated total energy   -4814.54010 Ha
Total charge   0
Gap between HOMO and LUMO   0.266 hartree
Structure (SMILES)   CCCC[C@@]1(CCCS)OC(=O)[C@](CC(N)(N)N)([C@@H](C)CC)[C@@]1(CNC)c1cccnc1.O=C1C=CC(=O)C=C1.O=C1C=CC(=O)C=C1.O=C1C=CC(=O)C=C1.O=C1C=CC(=O)C=C1.O=C1C=CC(=O)C=C1.O=C1C=CC(=O)C=C1.O=C1C=CC(=O)C=C1.O=C1C=CC(=O)C=C1
Spin multiplicity   1

---

Entry 4:
Computed, not measured: a cluster of 2 separate species, C2H2BrCl3 in total in a non-equilibrium geometry, with ωB97M-V with the def2-TZVPD basis set.

XYZ file:
```
8
Properties=species:S:1:pos:R:3:nbo_charge:R:1
C -1.267 -0.139 -0.818 -0.281
C 1.188 -0.681 0.770 -0.326
Cl -1.430 -1.835 -1.004 0.057
Cl -2.263 0.727 0.262 0.025
Cl 1.167 -2.382 0.732 0.067
Br 2.285 0.282 -0.431 0.077
H -1.193 0.555 -1.609 0.199
H 1.064 -0.205 1.664 0.182
```

Results
Calculated total energy   -4031.85797 Ha
Total charge   0
Gap between HOMO and LUMO (spin up / spin down)   0.298 / 0.298 hartree
Relative energy (zero: lowest compared OMol25 entry of this formula, charge and spin)   80.7 kcal/mol
Spin multiplicity   1

---

Entry 5:
Computed, not measured: the molecule C4H9N in a non-equilibrium geometry, with ωB97M-V with the def2-TZVPD basis set.

XYZ file:
```
14
Properties=species:S:1:pos:R:3:nbo_charge:R:1
C 1.064 1.023 -1.169 -0.617
C 0.350 0.881 0.127 -0.214
N -0.788 -0.040 0.014 -0.410
C -0.517 -1.438 0.054 -0.263
C -1.249 -0.756 1.172 -0.260
H 1.754 1.864 -1.087 0.213
H 1.588 0.108 -1.492 0.206
H 0.343 1.253 -1.980 0.216
H 1.037 0.547 0.931 0.160
H -0.032 1.885 0.429 0.196
H -1.047 -2.066 -0.642 0.201
H 0.518 -1.783 0.326 0.181
H -0.672 -0.633 2.105 0.188
H -2.348 -0.845 1.213 0.204
```

Results
Calculated total energy   -212.50783 Ha
Total charge   0
Gap between HOMO and LUMO   0.379 hartree
Structure (SMILES)   CCN1CC1
Relative energy (zero: lowest compared OMol25 entry of this formula, charge and spin)   27.2 kcal/mol
Spin multiplicity   1

---

Entry 6:
Computed, not measured: a cluster of 2 separate species, C6H14 in total in a non-equilibrium geometry, with ωB97M-V with the def2-TZVPD basis set.

XYZ file:
```
20
Properties=species:S:1:pos:R:3:nbo_charge:R:1
C -1.590 0.350 1.425 -0.614
C -1.162 -0.789 0.349 -0.394
C 0.027 -0.321 -0.476 -0.701
C 1.346 -0.302 0.261 -0.118
C 2.026 0.963 0.614 -0.107
C 2.703 -0.130 -0.691 -0.721
H -2.020 1.271 1.018 0.200
H -0.831 0.633 2.185 0.178
H -2.378 -0.203 1.989 0.188
H -0.985 -1.639 1.087 0.137
H -2.105 -1.036 -0.179 0.214
H -4.880 0.751 -2.815 0.003
H 0.131 -0.986 -1.313 0.172
H 1.580 -1.195 0.908 0.197
H 1.752 1.836 -0.002 0.239
H -5.222 0.091 -2.732 -0.003
H 2.568 1.180 1.543 0.229
H 3.081 -1.174 -0.986 0.316
H 3.769 0.431 -0.601 0.315
H 2.192 0.270 -1.585 0.271
```

Results
Calculated total energy   -236.71033 Ha
Total charge   0
Gap between HOMO and LUMO   0.189 hartree
Relative energy (zero: lowest compared OMol25 entry of this formula, charge and spin)   188.9 kcal/mol
Spin multiplicity   1

---

Which value of calculated total energy does entry 5 give? -212.50783 Ha

---

spin multiplicity of number 3 (C72H75N5O18S)? 1